Formula: C24H28N4O5
Source: OMol25
Level of theory: ωB97M-V with the def2-TZVPD basis set

Output
Relative energy (zero: lowest compared OMol25 entry of this formula, charge and spin)   2495.8 kJ/mol
Frontier orbital gap   7.5523 eV
Electronic energy   -1525.75932 Ha
2S+1   1
Highest occupied orbital energy   -0.2767 Ha

Cartesian coordinates (Å):
C1 0.2931 5.9458 -5.2527
H1 -0.2751 6.6155 -4.4749
O1 -0.4396 4.5521 -5.1556
C2 -0.4644 4.0146 -4.0405
C3 -0.0264 4.5735 -2.8475
C4 0.1236 3.7516 -1.7979
C5 -0.3947 2.5704 -1.8204
C6 -1.2728 1.9666 -3.0308
C7 -1.1859 2.7648 -4.1873
H2 -1.5974 2.5022 -4.9838
H3 -1.6833 0.9196 -3.1383
C8 -0.6314 1.5281 -0.7260
C9 -0.4546 0.4193 -0.4021
N1 0.0706 -0.5367 -1.6261
C10 0.4355 -1.6674 -1.9034
O2 0.8751 -2.4878 -1.1086
C11 0.9076 -1.7288 -3.2325
C12 1.3412 -0.7735 -4.1917
C13 1.4995 -1.2673 -5.4536
C14 1.5844 -2.4387 -6.0183
C15 1.0101 -3.4405 -5.1885
C16 0.9954 -3.2078 -3.9326
H4 0.6169 -4.0654 -3.1619
H5 1.2177 -4.4649 -5.5582
H6 1.4674 -2.8163 -7.1125
H7 1.8402 -0.3739 -6.0989
H8 1.3485 0.3372 -3.7583
H9 -0.0379 -0.0142 -2.4551
C17 -0.3273 -0.2072 0.8627
O3 -0.5221 0.5061 1.9257
N2 -0.5142 -1.7276 1.0222
N3 -0.7722 -2.0990 2.2980
C18 -0.5682 -3.4778 2.6345
O4 -0.5272 -4.1824 1.7979
C19 -0.7461 -3.6281 4.1011
H10 -0.4486 -4.9532 4.2548
C20 0.0089 -2.8794 4.9869
N4 0.1324 -1.4062 4.9217
C21 -1.2651 -1.0662 5.6609
C22 -1.4898 0.3677 5.2680
O5 -0.3812 1.3274 5.8536
C23 0.8584 0.9028 4.8391
C24 1.0223 -0.4858 5.1581
H11 1.8512 -0.6790 4.6060
H12 1.2288 -0.7061 6.1641
H13 1.3770 1.5714 5.4191
H14 0.3941 1.0933 4.0147
H15 -2.4460 0.8672 6.1955
H16 -1.9476 0.4442 4.3246
H17 -2.0766 -1.6620 5.2754
H18 -1.1342 -1.2230 6.7719
H19 1.1627 -3.0358 4.6449
H20 0.0204 -3.3343 6.1698
H21 -1.7068 -3.4684 4.4823
H22 -0.4848 -1.3888 3.2432
H23 0.0962 -2.3528 0.3795
H24 -0.7996 2.1796 0.3339
H25 0.6013 4.0164 -0.9362
H26 0.6948 5.2898 -2.8547
H27 1.5556 5.8746 -4.9022
H28 -0.0093 6.3445 -6.2587